No. 1
{
  "formula": "C17H33F4N4PdSb",
  "method": "wB97M-V/def2-TZVPD",
  "lumo_energy_ev": [-7.008, -7.017],
  "e_tot_ha": -1653.55729,
  "de_lowest_kcal_mol": 3.96,
  "homo_lumo_gap_ev": [5.712, 5.701],
  "charge": 2,
  "elements": ["H", "H", "C", "H", "F", "H", "H", "F", "C", "C", "H", "H", "H", "H", "H", "F", "N", "C", "H", "H", "F", "C", "H", "H", "H", "C", "N", "H", "H", "H", "C", "H", "H", "C", "H", "H", "C", "H", "N", "C", "C", "C", "H", "H", "C", "C", "H", "H", "C", "H", "H", "H", "C", "H", "C", "N", "H", "Sb", "Pd", "H"],
  "positions_angstrom": [[2.34, 2.22, -2.18], [2.94, 2.79, 0.19], [0.99, 2.95, 1.68], [0.96, 1.29, -1.58], [-0.52, -1.74, -1.32], [-3.65, 0.34, 3.53], [1.03, 3.05, -1.36], [-0.81, -4.19, -2.22], [1.95, 0.78, 2.10], [-3.30, 1.21, -2.98], [-2.74, 0.01, -4.62], [-4.25, 1.45, -2.50], [-1.64, 2.34, -1.14], [-0.61, -3.52, 2.08], [-0.29, 2.30, 3.33], [2.68, -5.70, 0.54], [1.23, -1.10, 0.68], [1.20, -2.38, 0.23], [-3.23, -2.63, 0.11], [3.22, -0.65, 1.09], [3.00, -3.30, 1.53], [0.92, -5.02, -0.84], [-1.13, 2.58, 1.79], [0.94, 3.69, 0.88], [1.79, 3.28, 2.36], [-2.32, 0.58, -1.98], [-2.03, 1.45, -0.85], [-2.74, -0.36, -1.59], [-3.61, -1.34, 4.10], [-0.38, -2.65, 3.62], [0.26, -2.71, -0.78], [-1.38, 0.34, -2.48], [1.20, 0.71, 2.89], [-0.32, 2.93, 2.44], [2.86, 1.20, 2.54], [-2.86, 1.64, -0.29], [2.33, 1.91, -0.05], [-4.24, 0.67, -4.79], [1.39, 1.66, 1.07], [2.25, -0.62, 1.61], [-3.01, -0.51, 3.75], [0.12, -3.98, -1.28], [0.81, -6.02, -1.24], [-1.91, -3.51, 3.30], [2.03, -3.47, 0.63], [-3.60, -2.13, 1.01], [-4.01, -0.61, -3.77], [-4.03, -2.87, 1.67], [1.62, 2.14, -1.37], [-4.37, -1.40, 0.74], [-2.29, -0.23, 4.52], [3.00, 1.07, -0.14], [1.88, -4.74, 0.11], [2.36, -1.25, 2.49], [-1.11, -2.92, 2.85], [-3.59, 0.26, -4.11], [-0.57, 3.94, 2.76], [-1.98, -1.17, 2.02], [-0.43, 0.24, 0.53], [-2.88, 2.11, -3.42]]
}

No. 2
{
  "formula": "C17H33KN4O7P2",
  "method": "wB97M-V/def2-TZVPD",
  "lumo_energy_ev": 0.238,
  "e_tot_ha": -2696.23305,
  "de_lowest_kcal_mol": 29.27,
  "homo_lumo_gap_ev": 9.005,
  "charge": 0,
  "elements": ["H", "H", "H", "C", "P", "H", "H", "N", "H", "O", "C", "H", "C", "C", "K", "H", "H", "C", "H", "O", "H", "O", "C", "H", "C", "H", "C", "H", "H", "H", "C", "O", "H", "H", "H", "H", "H", "N", "C", "H", "O", "P", "O", "C", "H", "H", "C", "H", "C", "C", "H", "N", "H", "C", "H", "C", "H", "N", "H", "H", "C", "O", "H", "H"],
  "positions_angstrom": [[-0.20, -2.66, 4.18], [0.54, -3.35, -3.94], [-2.13, -1.62, 3.16], [-2.17, 0.40, 2.44], [-1.21, 2.84, -1.45], [-0.36, 3.46, 0.34], [-3.41, 0.66, 0.71], [1.30, -1.53, -3.11], [1.01, -2.75, -0.92], [-1.13, 3.78, -0.18], [-1.49, 1.61, 2.42], [-0.04, -1.62, 5.59], [0.95, -3.22, 0.06], [1.41, -2.79, -3.62], [0.02, 0.17, -0.37], [-1.94, 2.45, 1.91], [-1.67, -2.77, -1.87], [-0.38, -0.55, 3.77], [-0.59, 2.19, -4.23], [0.42, 4.39, -2.90], [-0.50, -4.63, -0.60], [0.95, 2.13, -0.04], [0.46, 3.09, 3.05], [1.24, 0.78, 4.23], [0.30, 2.05, -3.61], [3.21, -4.07, -4.00], [-1.59, -2.94, 0.17], [-2.51, -3.52, 0.31], [-2.35, -1.51, -1.10], [-0.24, 3.91, 2.90], [0.31, 3.05, -2.45], [-1.68, 1.46, -1.19], [1.29, -1.74, 4.45], [-3.82, -0.77, 1.69], [1.18, 3.10, 2.23], [2.72, 4.52, -1.54], [1.00, 3.25, 3.98], [1.12, -2.17, 1.08], [0.28, 0.67, 3.73], [-4.26, 0.84, 2.25], [2.21, 4.14, -0.82], [1.69, 2.67, -1.24], [-2.27, 3.63, -2.37], [-0.27, 1.77, 3.07], [0.31, 1.02, -3.24], [4.42, -2.03, -3.06], [-0.41, -3.90, 0.21], [1.19, 2.21, -4.21], [2.52, -1.13, -2.84], [-3.49, 0.27, 1.73], [1.73, -3.99, 0.12], [3.42, -2.10, -3.16], [2.79, -0.16, -2.44], [2.72, -3.17, -3.66], [-3.16, 3.28, -2.20], [-1.60, -0.68, 3.12], [2.04, -1.75, 0.98], [-1.57, -2.16, -1.07], [1.09, -2.58, 2.00], [-1.50, -2.24, 1.00], [0.20, -1.71, 4.53], [2.75, 1.84, -1.86], [-0.42, 4.65, -3.30], [-0.44, -4.45, 1.16]]
}

No. 3
{
  "formula": "C17H33NO6",
  "method": "wB97M-V/def2-TZVPD",
  "lumo_energy_ev": 0.682,
  "e_tot_ha": -1173.78811,
  "de_lowest_kcal_mol": 0.00,
  "homo_lumo_gap_ev": 10.267,
  "smiles": "CCCCCCCCCO[C@H]1O[C@H](CO)[C@H](O)[C@@H](O)[C@H]1NC(C)=O",
  "charge": 0,
  "elements": ["C", "C", "O", "H", "C", "C", "C", "C", "H", "C", "H", "H", "H", "H", "H", "O", "C", "C", "H", "H", "H", "O", "N", "H", "H", "H", "C", "H", "C", "O", "H", "H", "H", "H", "H", "H", "H", "H", "H", "C", "H", "H", "H", "C", "H", "C", "H", "H", "C", "C", "H", "C", "H", "H", "O", "O", "H"],
  "positions_angstrom": [[-0.26, -0.62, 2.27], [-3.01, -0.03, -0.11], [-1.88, 2.11, -0.34], [-5.20, 0.29, 3.45], [-3.95, 2.01, 0.99], [1.21, -1.66, 0.50], [3.08, 0.17, -1.28], [-3.30, 1.52, 2.30], [5.73, 1.78, -4.10], [3.99, 0.31, -2.51], [-4.00, -0.48, -0.17], [7.21, 1.41, -3.20], [-4.35, 2.96, 3.54], [-1.52, -1.75, -3.50], [-3.92, 3.11, 0.99], [-5.38, 1.23, 3.54], [5.39, 0.82, -2.19], [2.59, -1.11, 0.86], [4.52, -0.76, 0.01], [2.06, -0.01, -1.63], [5.31, 1.76, -1.64], [-2.44, -2.70, -0.73], [-2.18, -0.51, -1.19], [0.88, -2.42, 2.50], [3.08, 1.12, -0.73], [-5.70, 1.56, 1.68], [3.51, -0.96, -0.35], [-0.50, -2.57, 1.41], [-1.95, -1.83, -1.40], [-3.18, 0.10, 2.32], [1.34, -2.60, -0.05], [-1.28, 1.71, 0.31], [-3.57, 1.63, 4.44], [5.90, 0.11, -1.55], [0.70, -0.96, -0.16], [-0.85, -3.16, -2.66], [3.06, -1.80, 1.57], [3.54, -1.90, -0.91], [0.53, 0.09, 2.51], [-2.41, -0.41, 1.27], [4.06, -0.65, -3.02], [-0.84, -0.82, 3.19], [3.52, 1.01, -3.21], [-4.14, 1.89, 3.53], [2.49, -0.15, 1.36], [6.21, 1.04, -3.45], [-2.31, 1.98, 2.39], [-2.47, -1.50, 1.39], [-3.13, 1.50, -0.22], [-1.04, -2.09, -2.59], [-0.09, -1.57, -2.47], [0.32, -1.92, 1.71], [-1.66, 0.19, -1.69], [6.31, 0.12, -4.01], [-1.09, 0.05, 1.33], [-5.26, 1.55, 0.81], [-3.69, 1.76, -1.13]]
}

No. 4
{
  "formula": "C17H34AlFNO5S",
  "method": "wB97M-V/def2-TZVPD",
  "lumo_energy_ev": 2.776,
  "e_tot_ha": -1839.46099,
  "de_lowest_kcal_mol": 193.74,
  "homo_lumo_gap_ev": 8.242,
  "charge": -1,
  "elements": ["C", "C", "H", "H", "H", "H", "H", "H", "C", "C", "C", "C", "F", "H", "H", "H", "O", "O", "H", "H", "H", "C", "C", "C", "C", "O", "H", "H", "C", "H", "C", "H", "H", "H", "H", "H", "H", "C", "C", "O", "S", "H", "H", "H", "C", "H", "H", "H", "C", "H", "H", "H", "H", "H", "H", "N", "H", "C", "O", "Al"],
  "positions_angstrom": [[-2.23, 0.51, -2.01], [1.25, 3.48, 1.60], [1.60, -0.29, 4.24], [2.12, 3.36, 2.37], [-2.21, -1.76, -1.44], [-4.48, 1.92, -1.11], [-6.17, 2.18, -2.02], [-2.81, 0.50, -0.98], [0.55, 5.25, -0.36], [0.25, -2.17, 4.27], [-1.65, -1.05, -2.20], [1.79, 4.51, 0.41], [0.68, -3.61, 4.14], [3.75, -7.73, 0.74], [2.54, 3.94, -0.29], [-1.35, 1.29, -1.95], [-0.65, 0.50, 3.14], [-0.45, -0.94, 1.31], [-5.42, 1.03, -3.93], [2.43, 5.35, 0.95], [-0.33, 5.47, 0.40], [0.70, 2.09, 0.92], [-3.16, 0.96, -3.29], [2.42, -6.05, -0.03], [-4.76, 0.65, -3.01], [-0.82, -1.90, 5.02], [4.76, -6.16, 0.44], [0.39, 4.09, 2.16], [1.44, 0.73, 1.44], [-5.85, 0.57, -0.98], [0.36, -0.20, 2.33], [0.17, -4.10, 0.22], [-0.48, 2.09, 1.05], [2.04, -1.64, 2.89], [0.42, 6.88, -1.67], [0.49, -0.19, -2.54], [3.43, 0.91, 1.43], [-5.36, 1.39, -1.68], [3.87, -6.82, -0.01], [1.87, -0.09, 0.26], [2.54, -4.21, -0.53], [1.39, -3.54, 1.58], [0.88, 2.19, -0.25], [4.14, -7.29, -1.05], [-0.02, -1.16, -2.06], [-2.87, 0.42, -4.30], [-3.09, 2.13, -3.50], [-0.29, 0.78, 4.04], [1.17, -1.07, 3.46], [1.59, -6.63, -0.62], [2.05, -6.02, 1.11], [-1.91, -1.33, -3.33], [0.23, 4.53, -1.24], [1.99, 6.33, -1.43], [-4.91, -0.51, -2.93], [1.10, 6.55, -0.94], [0.34, -2.06, -2.72], [1.13, -3.42, 0.43], [2.75, 0.84, 2.17], [0.66, -1.51, -0.15]]
}